# 1
Entry from the OMol25 dataset: a molecular structure, C21H39ILaNO2P2 (ωB97M-V with the def2-TZVPD basis set).

Structure (XYZ):
```
67
C21H39ILaNO2P2 ωB97M-V with the def2-TZVPD basis set
C 0.08168 0.65216 -8.95868
C 0.08829 1.37385 -7.63049
H 0.08520 1.39321 -9.77664
H -0.80945 0.02202 -9.02047
H 0.96511 0.01138 -9.02292
O 0.09960 2.54831 -7.43236
I 0.07486 -0.05396 -5.92995
La 0.08069 0.41817 -1.20785
P 2.58843 0.54307 -1.17271
C 3.37204 1.84295 -0.31456
C 3.06750 -1.01534 -0.46185
H 4.14696 -1.07875 -0.59859
H 4.16328 0.38809 -2.85985
H 2.57305 -1.86172 -0.96607
H 2.58350 -0.25217 -3.44449
H 3.09597 1.85214 0.74953
H 2.81935 -1.05935 0.60536
C 3.08373 0.54579 -2.87269
H 4.44048 1.66136 -0.42344
H 2.84619 1.50855 -3.34923
H 3.10803 2.82012 -0.74250
P -2.42689 0.58769 -1.17267
C -3.18345 1.90510 -0.31225
C -2.92302 0.59836 -2.86814
H -2.45589 -1.81539 -0.95863
H -4.01442 -1.00088 -0.58906
H -2.68242 -1.00866 0.61485
C -2.93183 -0.96101 -0.45298
H -2.43699 -0.20832 -3.44029
H -4.00543 0.45841 -2.85459
H -4.25621 1.74467 -0.42250
H -2.90197 2.87770 -0.74153
H -2.67088 1.55664 -3.34667
H -2.91547 1.91180 0.75194
C 0.11110 2.29672 -0.07581
O 0.10803 3.34648 0.64871
C 0.74521 -0.36064 6.23628
C 0.23923 0.11409 4.89285
C -0.41562 1.34392 4.83525
C -0.92089 1.79956 3.61745
C -1.64754 3.11727 3.56516
C -0.73582 1.00561 2.49984
C -0.03306 -0.25432 2.42059
C 0.40685 -0.63971 3.73307
N 0.10704 -0.90628 1.22580
C 0.20845 -2.44421 1.21644
C 1.57648 -2.99848 1.70440
C -0.92225 -3.03640 2.07869
C 0.03305 -3.05039 -0.20232
H 1.46383 0.36405 6.63969
H -0.09078 -0.44053 6.94255
H 1.23303 -1.33074 6.16064
H -0.54860 1.94757 5.74064
H -2.52097 3.09111 4.23092
H -0.98197 3.92018 3.90171
H -1.98467 3.35166 2.55681
H -1.20290 1.35516 1.54921
H 0.91695 -1.60157 3.86737
H 1.45639 -4.04831 1.99404
H 2.33980 -3.03670 0.92000
H 2.03935 -2.47444 2.54952
H -1.91078 -2.73418 1.71484
H -0.88415 -4.13078 2.04839
H -0.85284 -2.74615 3.12742
H -1.01357 -3.03687 -0.55015
H 0.64443 -2.56741 -0.98384
H 0.28756 -4.12128 -0.18323
```

The value obtained for the relative energy (zero: lowest compared OMol25 entry of this formula, charge and spin) is 7.233 eV. As for the net charge: +2. The calculation puts the HOMO-LUMO gap (alpha / beta) at 3.969 / 3.972 eV.

---

# 2
Entry from the OMol25 dataset: a molecular structure, C5H6N2O (ωB97M-V with the def2-TZVPD basis set).

Structure (XYZ):
```
14
C5H6N2O ωB97M-V with the def2-TZVPD basis set
C -2.49297 -0.57160 0.57763
C -1.36893 -0.20657 -0.44996
C 0.35625 0.71064 -0.15997
C 1.33076 -1.27482 -0.11576
C 0.14779 -0.61047 -0.38152
H -3.09504 0.40846 0.49626
H -3.06746 -1.51146 -0.03918
H -1.86868 -0.87992 1.57284
H -2.16829 -0.42628 -1.29460
H -1.28294 1.78446 -1.14116
H 2.00538 -2.09294 -0.21784
N -0.90717 1.29268 -0.01671
N 1.57194 0.96558 0.35134
O 2.12327 -0.17166 0.18234
```

The value obtained for the relative energy (zero: lowest compared OMol25 entry of this formula, charge and spin) is 7.295 eV. As for the net charge: 0. The calculation puts the HOMO-LUMO gap at 9.959 eV.

---

# 3
Entry from the OMol25 dataset: 10 unconnected molecules or ions with the total composition C23H30ClF5N2O11S (ωB97M-V with the def2-TZVPD basis set).

Structure (XYZ):
```
73
C23H30ClF5N2O11S ωB97M-V with the def2-TZVPD basis set
O 3.58829 -2.42333 -0.93955
C 2.67401 -1.66564 -1.08102
O 1.47936 -2.08634 -1.65120
C 0.46447 -2.42948 -0.81410
C 0.76496 -3.14716 0.35978
C -0.21874 -3.55708 1.20658
S 0.22412 -4.53229 2.61203
C -1.56428 -3.25082 0.90812
N -2.56114 -3.67228 1.73125
C -3.77772 -3.36400 1.40732
C -4.04672 -2.59614 0.25097
Cl -5.68543 -2.19978 -0.08309
N -3.13711 -2.17420 -0.54950
C -1.84905 -2.50459 -0.25418
C -0.81728 -2.07812 -1.12419
C -1.20426 -1.21913 -2.31453
F -2.09701 -1.89484 -3.10071
F -0.11831 -1.00265 -3.11418
C -1.75315 0.12712 -1.90625
C -3.02012 0.53535 -2.29539
C -3.49056 1.77343 -1.90786
C -2.70221 2.60379 -1.12456
C -1.44175 2.18581 -0.74773
C -0.57114 3.05378 0.10533
F -1.14567 4.23165 0.40084
F -0.28505 2.45952 1.29214
F 0.61371 3.31145 -0.47569
C -0.96138 0.95114 -1.14057
C 2.66886 -0.22772 -0.75571
C 2.36062 0.69214 -1.75192
C 2.42275 2.04575 -1.47590
C 2.76946 2.46235 -0.20117
C 3.04327 1.54178 0.79672
C 3.00489 0.18576 0.52592
H 1.78378 -3.40957 0.58483
H -0.30677 -3.72473 3.52772
H -4.59332 -3.69416 2.03241
H -3.61829 -0.12851 -2.89176
H -4.47801 2.08306 -2.20414
H -3.08017 3.56157 -0.81315
H 0.03038 0.64735 -0.83640
H 2.09610 0.34873 -2.73896
H 2.21887 2.75696 -2.25512
H 2.82373 3.51621 0.02163
H 3.28859 1.88951 1.78627
H 3.23735 -0.54431 1.27633
O -3.48854 -4.35802 4.75722
H -2.82068 -4.05370 5.38224
H -3.29317 -3.90090 3.93127
O 4.63103 -1.03304 2.97157
H 5.40240 -1.60821 2.95985
H 4.78417 -0.43829 3.71215
O -3.68656 -3.07499 7.27649
H -3.82425 -3.60056 8.06976
H -4.36846 -3.36550 6.65893
O 4.25543 4.06924 -2.90972
H 4.84228 4.04231 -2.14103
H 4.83680 4.05489 -3.67460
O -0.33285 0.34398 -5.92216
H -0.47528 -0.20811 -5.14771
H -0.97436 0.02584 -6.57203
O 2.15411 2.85978 3.86760
H 1.21819 3.05156 3.72638
H 2.13894 2.09025 4.44313
O -0.77222 2.39583 4.49667
H -0.92679 1.50758 4.15940
H -1.56274 2.88547 4.24836
O -2.33487 -0.53539 -7.90414
H -2.66507 -1.35814 -8.27560
H -2.91654 0.15137 -8.24322
O 5.57845 4.75719 -0.39372
H 5.82827 5.64954 -0.13795
H 5.73940 4.21269 0.38314
```

Its SMILES is O=C(Oc1cc(S)c2ncc(Cl)nc2c1C(F)(F)c1cccc(C(F)(F)F)c1)c1ccccc1.O.O.O.O.O.O.O.O.O. As for the net charge: 0. The calculation puts the HOMO-LUMO gap at 8.102 eV.

---

# 4
Entry from the OMol25 dataset: C6H10N2O in the gas phase (ωB97M-V with the def2-TZVPD basis set).

Structure (XYZ):
```
19
C6H10N2O ωB97M-V with the def2-TZVPD basis set
O 0.70825 -3.77687 -0.92623
C 0.79164 -2.80532 0.09208
C 0.20290 -1.51958 -0.26866
C 0.33299 -0.34698 0.76985
C -0.14884 0.92757 0.38688
C -1.40940 1.39461 0.30750
C -1.37096 2.73074 -0.06922
N -0.06674 2.96529 -0.20396
N 0.78204 1.86297 0.07205
H -0.27460 -4.04635 -1.18105
H 1.80334 -2.94780 0.74572
H 0.21998 -3.08659 0.93340
H -0.91317 -1.49462 -0.69598
H 0.79367 -0.99497 -1.05660
H -0.30654 -0.90288 1.73139
H 1.40371 -0.36417 1.18622
H -2.32495 0.69890 0.49851
H -1.81726 3.39306 -0.45330
H 0.35270 3.87640 -0.68571
```

The value obtained for the relative energy (zero: lowest compared OMol25 entry of this formula, charge and spin) is 4.637 eV. Its SMILES is OCCCc1cc[nH]n1. As for the net charge: 0. The calculation puts the HOMO-LUMO gap at 10.163 eV.

---

# 5
Entry from the OMol25 dataset: a molecular structure, C41H29BrIN10OPbSSe2 (ωB97M-V with the def2-TZVPD basis set).

Structure (XYZ):
```
87
C41H29BrIN10OPbSSe2 ωB97M-V with the def2-TZVPD basis set
Pb 0.81721 0.25901 -0.10373
Br 2.99389 0.91820 -1.93344
C 2.92584 2.83516 -1.69222
C 3.85377 3.55057 -2.38883
C 3.88704 4.94949 -2.26094
C 2.98284 5.57176 -1.45214
C 2.01250 4.83330 -0.73530
C 1.08662 5.50375 0.09466
C 0.16741 4.79398 0.80672
C 0.13780 3.38826 0.71421
C 0.99889 2.65760 -0.07639
C 1.95858 3.40581 -0.82675
H 4.55975 3.04287 -3.03049
H 4.63778 5.51059 -2.79942
H 2.99623 6.64760 -1.32929
H 1.13066 6.58373 0.15887
H -0.53879 5.30424 1.45042
H -0.61045 2.88333 1.31664
Se -1.39588 2.15560 7.54265
N 0.15641 1.80661 6.78972
C -0.06537 1.47862 5.54030
C 0.97091 1.13241 4.59245
C 2.31909 1.09728 4.95580
C 3.25505 0.74469 4.01234
C 2.82013 0.47025 2.71963
N 1.54947 0.51203 2.35802
C 0.61139 0.81861 3.27039
C -0.80243 0.81105 2.86294
N -1.10932 0.48304 1.59510
C -2.37570 0.48696 1.21272
C -3.42914 0.83802 2.04711
C -3.14090 1.17662 3.34981
C -1.81386 1.15003 3.78144
C -1.44434 1.48915 5.13765
N -2.30070 1.82382 6.07220
H 2.59359 1.34183 5.97271
H 4.30498 0.68403 4.25923
H 3.52407 0.20367 1.94071
H -2.55614 0.21920 0.17818
H -4.44190 0.85459 1.67075
H -3.91249 1.47264 4.04730
Se -3.92213 -1.39179 -7.07659
N -3.82121 -0.10784 -5.87813
C -2.83229 -0.39055 -5.06425
C -2.46226 0.42849 -3.93197
C -3.13968 1.61865 -3.67072
C -2.75327 2.38293 -2.60238
C -1.71500 1.92497 -1.80500
N -1.06241 0.78690 -2.00572
C -1.39996 0.02447 -3.08659
C -0.65916 -1.21708 -3.41529
N 0.37858 -1.56090 -2.65187
C 1.08865 -2.63636 -2.94509
C 0.79717 -3.47480 -4.01617
C -0.27774 -3.15794 -4.80941
C -1.02149 -2.01035 -4.52428
C -2.13056 -1.60540 -5.35063
N -2.56921 -2.27917 -6.38618
H -3.94448 1.91754 -4.32839
H -3.23347 3.32613 -2.38494
H -1.37740 2.50916 -0.95840
H 1.93008 -2.83222 -2.29313
H 1.40728 -4.34404 -4.21626
H -0.55678 -3.76251 -5.66166
O -0.05483 -2.83283 1.84398
S -1.53695 -2.73290 1.71145
C -2.19657 -4.41852 2.04494
C -3.16341 -4.71438 0.91220
C -2.42530 -4.28894 -0.35361
C -1.93859 -2.87149 -0.08931
H -2.65839 -4.42151 3.03037
H -1.33521 -5.08681 2.03532
H -4.07627 -4.12509 1.03322
H -3.44803 -5.76610 0.88618
H -3.06837 -4.33239 -1.23293
H -1.57350 -4.95151 -0.51970
H -2.72615 -2.13760 -0.27080
H -1.04437 -2.58585 -0.64063
I 6.69912 -3.76110 0.57531
C 4.76494 -3.00297 0.66493
C 3.69373 -3.49399 1.37861
N 2.65958 -2.67328 1.12187
N 2.99662 -1.68228 0.29333
C 4.27708 -1.86753 -0.00052
H 3.61350 -4.34512 2.03204
H 1.69422 -2.73920 1.44930
H 4.80939 -1.20686 -0.66422
```

The value obtained for the relative energy (zero: lowest compared OMol25 entry of this formula, charge and spin) is 0.000 eV. As for the net charge: +1. The calculation puts the HOMO-LUMO gap at 6.993 eV.

---

# 6
Entry from the OMol25 dataset: 6 unconnected molecules or ions with the total composition H12O6 (ωB97M-V with the def2-TZVPD basis set).

Structure (XYZ):
```
18
H12O6 ωB97M-V with the def2-TZVPD basis set
O -11.06323 25.33855 -15.22444
H -11.05120 26.08896 -14.66181
H -11.93920 25.01794 -15.02798
O -13.38283 24.52659 -14.28688
H -13.06769 23.74820 -13.83559
H -14.20661 24.25351 -14.72268
O -10.16150 24.61213 -17.85142
H -11.01807 24.20831 -18.01412
H -10.32526 25.07858 -17.04303
O -9.80812 23.01223 -14.29209
H -10.11502 22.77512 -13.39436
H -10.26118 23.87362 -14.44630
O -14.31368 26.53851 -12.72567
H -14.03920 26.07791 -13.48910
H -13.62129 27.16773 -12.78914
O -11.78868 27.57041 -12.75366
H -11.86969 27.34481 -11.82089
H -10.96839 27.99596 -12.74314
```

The value obtained for the relative energy (zero: lowest compared OMol25 entry of this formula, charge and spin) is 1.541 eV. Its SMILES is O.O.O.O.O.O. As for the net charge: 0. The calculation puts the HOMO-LUMO gap at 10.667 eV.